Entry 1:
The following is a DFT calculation (the ωB97M-V functional and the def2-TZVPD basis) of a molecular structure, C16H16BrN12O5ReS2.

## Properties
LUMO energy (alpha / beta): 2.13 / 0.76 eV
Largest force on an atom: 3.52 eV/A
⟨S²⟩: 3.768
Frontier orbital gap (alpha / beta): 8.0 / 6.7 eV
Spin multiplicity: 4
Total energy: -138816.7899 eV
E_HOMO (alpha / beta): -5.885 / -5.928 eV
Relative energy (zero: lowest compared OMol25 entry of this formula, charge and spin): 58.5 kcal per mole
Total charge: -1

Last column: Mulliken spin population.
Element x y z (Å)
Re (0.86, 0.29, -0.91)  2.556
N (2.60, 0.19, -2.34)  -0.017
C (3.83, -0.22, -1.63)  0.000
C (3.69, -0.02, -0.11)  0.003
O (4.68, 0.24, 0.56)  0.038
N (2.43, -0.16, 0.35)  0.034
C (2.25, 0.33, 1.68)  -0.007
C (1.70, 1.81, 1.52)  0.023
O (1.70, 2.54, 2.48)  0.022
O (1.31, 2.07, 0.35)  0.036
H (2.42, -0.46, -3.10)  -0.001
H (2.71, 1.13, -2.73)  0.003
H (4.69, 0.36, -1.97)  -0.003
H (4.03, -1.28, -1.80)  -0.002
H (3.18, 0.36, 2.25)  0.003
H (1.49, -0.25, 2.21)  -0.001
N (-2.07, 0.71, -2.91)  0.023
C (-1.85, -0.52, -2.37)  0.000
N (-2.77, -1.46, -2.31)  -0.004
N (-2.18, -2.49, -1.73)  0.024
N (-0.96, -2.21, -1.45)  -0.008
N (-0.67, -0.96, -1.84)  0.017
C (-1.04, 1.58, -3.13)  0.028
N (-1.00, 2.56, -4.02)  -0.001
N (0.22, 3.06, -3.92)  0.027
N (0.90, 2.45, -3.02)  -0.005
N (0.13, 1.49, -2.47)  0.016
H (-2.94, 0.85, -3.40)  -0.001
S (2.43, -3.30, -1.23)  0.003
C (1.74, -3.38, 0.28)  0.013
N (0.45, -3.35, 0.50)  0.004
C (-0.02, -3.50, 1.86)  0.001
C (1.19, -3.38, 2.79)  0.001
S (2.68, -3.55, 1.74)  0.004
H (-0.19, -3.05, -0.27)  -0.010
H (-0.50, -4.48, 1.95)  0.000
H (-0.76, -2.73, 2.07)  -0.001
H (1.21, -4.17, 3.55)  0.000
H (1.24, -2.41, 3.27)  0.000
Br (-5.46, 2.72, 3.43)  0.000
C (-4.05, 2.42, 2.18)  0.000
C (-3.82, 3.38, 1.20)  0.001
C (-2.78, 3.18, 0.31)  0.021
C (-2.00, 2.05, 0.40)  0.033
C (-2.26, 1.09, 1.37)  -0.028
C (-3.30, 1.28, 2.27)  -0.003
C (-1.41, -0.15, 1.51)  0.013
O (-1.71, -0.98, 2.37)  0.007
O (-0.40, -0.29, 0.74)  0.088
H (-4.43, 4.27, 1.15)  0.000
H (-2.57, 3.92, -0.44)  0.001
H (-1.17, 1.92, -0.28)  0.048
H (-3.47, 0.53, 3.03)  0.000

---

Entry 2:
The following is a DFT calculation (the ωB97M-V functional and the def2-TZVPD basis) of a single C4H9N3S molecule.

## Properties
LUMO energy: 0.62 eV
Largest force on an atom: 6.23 eV/A
Frontier orbital gap: 8.7 eV
Total energy: -19595.9066 eV
E_HOMO: -8.059 eV
Relative energy (zero: lowest compared OMol25 entry of this formula, charge and spin): 86.0 kcal per mole
SMILES string: N[C@@H]1[C@H](N)[C@@H]1NC=S

Last column: Löwdin charge in e.
Element x y z (Å)
N (-1.02, -1.28, -0.91)  -0.049
C (-1.23, -0.75, 0.37)  -0.305
C (-0.94, 0.77, 0.38)  -0.307
N (-0.84, 1.60, -0.79)  0.001
C (0.19, -0.19, 0.88)  -0.239
N (1.28, -0.51, 0.04)  -0.077
C (2.38, 0.08, 0.42)  -0.855
S (3.75, -0.04, -0.36)  0.601
H (-1.45, -0.55, -1.75)  0.172
H (-1.49, -2.19, -1.18)  0.102
H (-2.04, -1.33, 0.96)  0.156
H (-1.66, 1.08, 1.26)  0.163
H (-0.03, 1.32, -1.49)  0.129
H (-0.74, 2.65, -0.53)  0.111
H (0.63, -0.28, 1.98)  0.163
H (1.00, -1.23, -0.59)  0.112
H (2.22, 0.84, 1.32)  0.122